1.
The following is a quantum chemistry calculation of 2 unconnected molecules or ions with the total composition C5H11NO at a distorted geometry, from OMol25.

Energy above the lowest of the compared OMol25 structures with the same formula, charge and spin: 364.1 kJ/mol
SMILES: C=CCNC=C.O
Maximum force: 0.0968 hartree/bohr
Kohn-Sham gap: 8.793 eV

Structure (ORCA input):
```
! wB97M-V def2-TZVPD RIJCOSX def2/J DEFGRID3
* xyz 0 1
C -0.549 2.614 -0.652
C -0.723 1.247 -0.334
C -1.260 0.107 -1.222
N -0.643 -1.230 -0.963
C 0.448 -1.429 -0.220
C 1.239 -2.495 -0.003
H -0.343 3.154 0.262
H -0.169 2.955 -1.612
H -0.512 0.889 0.667
H -2.362 0.027 -1.209
H -1.061 0.355 -2.297
H -0.732 -1.843 -1.793
H 0.971 -0.494 -0.024
H 0.849 -3.390 -0.471
H 2.056 -2.422 0.677
O 0.707 1.015 3.077
H 0.528 0.061 3.409
H 1.555 0.878 2.706
*
```

Quick look at the Löwdin charges, all values in e: 0.0249 -0.1514 -0.1888 -0.0503 -0.3152 -0.0164 0.0360 0.0499 0.0602 0.1125 0.1151 0.1447 0.0987 0.0401 0.0273 -0.0785 0.0934 -0.0024

***

2.
The following is a quantum chemistry calculation of a molecular structure, C4H7BrNO5P at a distorted geometry, from OMol25.

Energy above the lowest of the compared OMol25 structures with the same formula, charge and spin: 211.3 kJ/mol
Maximum force: 0.0770 hartree/bohr
Kohn-Sham gap: 6.983 eV

Structure (ORCA input):
```
! wB97M-V def2-TZVPD RIJCOSX def2/J DEFGRID3
* xyz -2 1
C 3.020 1.080 0.712
C 1.651 0.994 -0.165
C 0.557 0.201 0.496
C -0.803 0.126 -0.145
N -0.623 -1.351 -1.719
O 2.873 1.436 1.918
O -1.806 -1.844 1.309
O -2.955 0.518 1.578
O 4.071 0.772 0.179
O -3.385 -0.794 -0.517
P -2.288 -0.549 0.696
Br -1.215 1.674 -1.062
H 1.250 1.994 -0.363
H 2.012 0.498 -1.177
H 0.174 0.593 1.540
H 0.769 -0.856 0.742
H 0.470 -1.260 -1.813
H -2.893 -1.272 -1.233
H -0.881 -1.960 -0.979
*
```

Quick look at the Löwdin charges, all values in e: -0.7582 -0.1821 -0.3329 -0.7730 -0.0509 -0.1229 -0.3907 -0.4206 -0.0839 -0.2392 0.1919 0.7570 0.0379 0.1256 0.1622 0.1175 0.0183 0.0340 -0.0903

***

3.
The following is a quantum chemistry calculation of a molecular structure, C48H45N6O4RbSi, from OMol25.

Energy above the lowest of the compared OMol25 structures with the same formula, charge and spin: 14.1 kJ/mol
Maximum force: 0.0136 hartree/bohr
Kohn-Sham gap: 4.794 eV

Structure (ORCA input):
```
! wB97M-V def2-TZVPD RIJCOSX def2/J DEFGRID3
* xyz -2 1
Rb -1.562 1.358 0.138
O -5.164 4.583 -3.066
C -4.309 3.860 -2.557
N -4.387 2.520 -2.546
C -4.209 1.680 -1.549
O -4.158 1.887 -0.325
C -4.116 0.224 -2.008
C -4.732 -0.200 -3.184
C -4.643 -1.533 -3.535
C -3.911 -2.394 -2.732
C -3.291 -1.870 -1.610
N -3.411 -0.600 -1.238
C -3.034 4.588 -2.081
C -2.850 5.897 -2.526
C -1.749 6.605 -2.087
C -0.876 6.003 -1.193
C -1.139 4.699 -0.799
N -2.181 4.002 -1.247
H -5.257 0.527 -3.786
H -5.126 -1.896 -4.435
H -3.781 -3.441 -2.972
H -2.653 -2.492 -0.991
H -3.588 6.313 -3.196
H -1.574 7.620 -2.426
H -0.008 6.516 -0.800
H -0.494 4.191 -0.087
C -3.973 -0.512 1.982
O -2.714 -0.052 2.455
C -2.174 -0.637 3.547
C -2.758 -1.719 4.203
C -2.132 -2.289 5.306
C -0.925 -1.794 5.763
C -0.342 -0.714 5.112
C -0.952 -0.121 4.018
N -0.342 0.953 3.272
N 0.530 1.540 3.969
C 1.310 2.538 3.409
C 1.259 2.937 2.036
O 0.469 2.477 1.186
C 2.246 3.938 1.626
C 3.126 4.485 2.487
C 3.158 4.109 3.870
C 4.082 4.691 4.754
C 4.126 4.329 6.078
C 3.221 3.359 6.537
C 2.309 2.777 5.695
C 2.244 3.129 4.323
H -4.729 -0.440 2.770
H -4.231 0.146 1.154
H -3.892 -1.541 1.621
H -3.693 -2.118 3.839
H -2.594 -3.140 5.793
H -0.424 -2.249 6.609
H 0.612 -0.320 5.432
H 2.227 4.207 0.576
H 3.844 5.225 2.144
H 4.765 5.437 4.361
H 4.843 4.783 6.752
H 3.237 3.060 7.580
H 1.618 2.037 6.071
C -0.439 -0.441 -2.938
Si 0.905 -1.555 -2.797
C 1.941 -1.258 -1.217
N 1.216 -0.838 -0.029
C 2.067 -0.396 1.061
C 2.903 -1.533 1.677
C 2.114 -2.852 1.647
C 0.617 -2.574 1.685
C 0.192 -1.765 0.448
C 0.318 -3.386 -2.850
C -0.771 -3.721 -3.660
C -1.241 -5.022 -3.760
C -0.639 -6.040 -3.030
C 0.437 -5.736 -2.211
C 0.905 -4.429 -2.133
C 2.415 -1.686 -4.033
C 2.840 -2.854 -4.667
C 3.922 -2.869 -5.543
C 4.618 -1.700 -5.808
C 4.216 -0.519 -5.197
C 3.130 -0.521 -4.334
H -1.173 -0.497 -3.739
H -0.237 0.585 -2.627
H 2.634 -0.451 -1.485
H 2.595 -2.139 -1.056
H 1.420 0.048 1.820
H 2.703 0.416 0.700
H 3.159 -1.268 2.708
H 3.849 -1.653 1.142
H 2.415 -3.500 2.476
H 2.343 -3.401 0.729
H 0.375 -2.024 2.599
H 0.040 -3.503 1.729
H -0.725 -1.208 0.679
H -0.071 -2.435 -0.371
H -1.273 -2.935 -4.213
H -2.087 -5.242 -4.403
H -1.009 -7.057 -3.097
H 0.917 -6.515 -1.628
H 1.756 -4.220 -1.492
H 2.317 -3.786 -4.478
H 4.217 -3.799 -6.018
H 5.464 -1.704 -6.488
H 4.744 0.407 -5.397
H 2.812 0.418 -3.889
*
```

Here are the Löwdin charges for atoms 1 to 99, given in e: 0.9615 -0.0001 -0.4438 0.1646 -0.5406 -0.1442 -0.2004 -0.0177 -0.0781 -0.0815 -0.1437 0.0806 -0.1684 -0.0211 -0.0831 -0.0688 -0.1303 0.0907 0.1036 0.0953 0.0872 0.1062 0.1047 0.0950 0.0952 0.0758 -0.0767 -0.1554 -0.2359 -0.0278 -0.1110 -0.1137 -0.0437 -0.1770 0.0748 0.0577 -0.1480 -0.3955 -0.2405 -0.0014 -0.0489 -0.1894 -0.0698 -0.1280 -0.1167 -0.0397 -0.1112 0.0965 0.0561 0.0952 0.0956 0.0911 0.0890 0.0965 0.1083 0.1021 0.0991 0.0821 0.0881 0.0898 -0.2338 0.5152 -0.2387 -0.1945 -0.1977 -0.1679 -0.1954 -0.1614 -0.1917 -0.2488 -0.1072 -0.1151 -0.1250 -0.1100 -0.1119 -0.2172 -0.1013 -0.1203 -0.1348 -0.1170 -0.1149 -0.0597 -0.0676 0.0813 0.0734 0.0881 0.1198 0.1016 0.0960 0.0982 0.0853 0.0927 0.1089 0.0672 0.0888 0.0948 0.0902 0.0848 0.0892

***

4.
The following is a quantum chemistry calculation of 2 unconnected molecules or ions with the total composition C36H40N2O7 at a distorted geometry, from OMol25.

Maximum force: 0.0529 hartree/bohr
Kohn-Sham gap: 2.765 eV

Structure (ORCA input):
```
! wB97M-V def2-TZVPD RIJCOSX def2/J DEFGRID3
* xyz 0 1
C 0.078 0.281 6.269
O -1.175 0.317 5.550
C -1.172 0.760 4.261
C -2.353 0.572 3.502
C -2.437 1.065 2.217
C -1.382 1.829 1.624
C -1.555 2.463 0.354
C -0.446 3.189 -0.275
O 0.666 3.370 0.190
O -0.657 3.677 -1.554
C -2.029 3.766 -1.970
C -2.782 4.819 -1.174
C -2.023 4.070 -3.473
O -2.634 2.470 -1.835
C -2.529 1.880 -0.591
O -3.203 0.881 -0.414
C -0.188 1.949 2.396
C -0.076 1.431 3.676
H -0.142 -0.286 7.175
H 0.861 -0.219 5.681
H 0.393 1.301 6.532
H -3.190 0.035 3.942
H -3.313 0.845 1.617
H -2.794 4.576 -0.103
H -2.298 5.793 -1.314
H -3.814 4.875 -1.543
H -1.491 3.276 -4.005
H -3.051 4.118 -3.842
H -1.526 5.025 -3.661
H 0.663 2.456 1.954
H 0.853 1.566 4.231
C -6.205 10.315 -0.598
O -4.854 9.791 -0.574
C -4.520 8.916 0.409
C -3.180 8.442 0.445
C -2.792 7.529 1.399
C -3.702 7.018 2.371
C -3.281 6.043 3.343
C -4.095 5.614 4.394
C -3.708 4.757 5.416
N -4.518 4.361 6.419
C -4.056 3.424 7.451
C -3.666 2.057 6.891
C -3.260 1.061 7.955
C -3.976 -0.131 8.096
C -3.637 -1.037 9.101
C -2.565 -0.762 9.958
C -1.848 0.432 9.818
C -2.197 1.346 8.818
C -5.261 3.347 8.387
O -5.318 2.797 9.485
N -6.284 4.021 7.784
C -7.584 4.119 8.403
C -5.928 4.766 6.580
C -6.089 6.273 6.838
C -6.818 4.302 5.417
C -5.032 7.531 2.331
C -5.440 8.448 1.376
H -6.211 10.997 -1.448
H -6.942 9.514 -0.749
H -6.438 10.861 0.328
H -2.486 8.818 -0.308
H -1.756 7.184 1.427
H -2.242 5.715 3.328
H -5.113 5.996 4.431
H -2.681 4.376 5.463
H -3.203 3.857 8.005
H -4.520 1.657 6.318
H -2.842 2.205 6.177
H -4.819 -0.316 7.424
H -4.216 -1.955 9.215
H -2.292 -1.474 10.738
H -1.018 0.663 10.489
H -1.657 2.291 8.705
H -7.625 3.423 9.243
H -7.768 5.137 8.768
H -8.364 3.865 7.678
H -5.524 6.552 7.737
H -5.721 6.869 6.000
H -7.150 6.506 6.991
H -6.756 3.209 5.322
H -7.856 4.592 5.619
H -6.511 4.748 4.469
H -5.771 7.207 3.062
H -6.474 8.803 1.360
*
```

Quick look at the Löwdin charges, all values in e: -0.0736 -0.1411 -0.3165 -0.0332 -0.0293 -0.1643 -0.0762 -0.4401 0.0406 0.0494 -0.5481 -0.0033 0.0086 0.0513 -0.4335 0.0471 -0.0243 -0.0423 0.0804 0.0949 0.0864 0.1043 0.0935 0.0763 0.0854 0.0950 0.0941 0.0877 0.0872 0.0883 0.0942 -0.0472 -0.0621 -0.2361 0.0183 -0.0060 -0.2023 0.0657 -0.0660 0.0347 0.0499 -0.1515 -0.0788 -0.2344 -0.0305 -0.0699 -0.0842 -0.0775 -0.0488 -0.3670 0.0956 -0.0373 -0.0069 -0.4593 0.0137 0.0162 0.0013 0.0005 0.0969 0.0990 0.0986 0.1312 0.1328 0.1402 0.0567 0.1629 0.1685 0.1347 0.1117 0.1172 0.1050 0.1022 0.1049 0.1161 0.1011 0.0956 0.0926 0.1079 0.0729 0.0931 0.1079 0.0910 0.0740 0.1074 0.1091

***

5.
The following is a quantum chemistry calculation of a molecular structure, C3H7NO3S at a distorted geometry, from OMol25.

Energy above the lowest of the compared OMol25 structures with the same formula, charge and spin: 134.7 kJ/mol
Maximum force: 0.1077 hartree/bohr
Kohn-Sham gap (alpha / beta): 6.744 / 6.651 eV

Structure (ORCA input):
```
! wB97M-V def2-TZVPD RIJCOSX def2/J DEFGRID3
* xyz 0 3
C -1.520 -1.541 -0.189
C -1.309 -0.311 0.195
C -0.569 0.644 -0.588
N -0.372 1.926 -0.113
O 2.315 1.071 -0.302
O 1.941 -1.396 -0.684
O 1.286 -0.300 1.552
S 1.494 -0.144 -0.068
H -1.999 -2.261 0.458
H -1.283 -1.844 -1.191
H -1.849 0.143 1.083
H -0.618 0.543 -1.683
H 2.034 -0.906 1.850
H 0.058 2.520 -0.835
H 0.392 1.854 0.515
*
```

Quick look at the Löwdin charges, all values in e: 0.0035 -0.2445 -0.3817 0.0511 -0.3252 -0.3083 -0.2165 0.7476 0.0643 0.0699 0.1430 0.1358 0.1180 0.1095 0.0335

***

6.
The following is a quantum chemistry calculation of a gas-phase ion, CH8N3OSi (charge +1) at a distorted geometry, from OMol25.

Energy above the lowest of the compared OMol25 structures with the same formula, charge and spin: 0.0 kJ/mol
SMILES: N[SiH2]/[NH+]=C(/N)O
Maximum force: 0.0728 hartree/bohr
Kohn-Sham gap: 11.717 eV

Structure (ORCA input):
```
! wB97M-V def2-TZVPD RIJCOSX def2/J DEFGRID3
* xyz 1 1
N 1.007 0.046 1.446
Si -0.705 0.295 1.426
N -0.356 0.370 -0.340
C 0.152 -0.496 -1.163
N -0.100 -0.429 -2.494
O 0.965 -1.374 -0.801
H 1.625 0.712 0.925
H 1.388 0.037 2.388
H -1.300 1.433 1.980
H -1.286 -0.888 1.918
H -0.906 0.920 -0.959
H -0.681 0.414 -2.787
H 0.639 -0.693 -3.126
H 1.087 -1.248 0.126
*
```

Quick look at the Löwdin charges, all values in e: -0.1293 0.6787 0.0085 -0.5576 0.2162 0.2243 0.0984 0.0574 -0.0471 -0.0303 0.1069 0.1665 0.1368 0.0708

***

7.
The following is a quantum chemistry calculation of a molecular structure, C37H32ClN7O3S2Yb, from OMol25.

Energy above the lowest of the compared OMol25 structures with the same formula, charge and spin: 81.3 kJ/mol
Maximum force: 0.0169 hartree/bohr
Kohn-Sham gap: 5.137 eV

Structure (ORCA input):
```
! wB97M-V def2-TZVPD RIJCOSX def2/J DEFGRID3
* xyz -1 2
Yb 0.259 -0.674 -0.688
Cl -2.624 4.881 2.815
C -2.506 3.269 2.159
C -2.627 2.178 3.015
C -2.435 0.909 2.518
C -2.051 0.664 1.171
O -1.663 -0.505 0.805
C -2.130 1.790 0.286
C -2.056 1.635 -1.141
N -1.724 0.539 -1.719
C -1.736 0.388 -3.105
C -2.284 1.273 -4.018
C -2.174 1.052 -5.391
C -1.524 -0.056 -5.878
C -0.998 -1.004 -4.991
C -0.327 -2.179 -5.426
C 0.100 -3.087 -4.511
C -0.053 -2.797 -3.137
N -0.714 -1.731 -2.687
C -1.137 -0.814 -3.593
C -2.326 3.074 0.811
H -2.869 2.334 4.058
H -2.559 0.052 3.171
H -2.316 2.526 -1.720
H -2.781 2.170 -3.674
H -2.593 1.775 -6.079
H -1.418 -0.217 -6.944
H -0.185 -2.339 -6.487
H 0.603 -3.998 -4.804
H 0.181 -3.562 -2.411
H -2.316 3.927 0.144
N -0.768 -3.134 0.128
C -0.265 -3.163 1.509
C -0.845 -4.342 2.314
C -0.424 -4.612 3.783
C -0.320 -3.432 4.768
N 0.979 -2.775 4.693
C 1.232 -1.506 4.379
N 0.344 -0.531 4.574
N 2.472 -1.173 4.016
C 1.287 -3.043 1.380
O 2.033 -3.742 2.091
O 1.649 -2.145 0.572
H -1.766 -2.951 0.108
H -0.595 -4.030 -0.314
H -0.595 -2.220 1.958
H -0.612 -5.253 1.755
H -1.931 -4.202 2.302
H 0.548 -5.102 3.773
H -1.155 -5.314 4.192
H -0.423 -3.816 5.786
H -1.131 -2.718 4.601
H 1.689 -3.400 4.317
H -0.621 -0.764 4.722
H 0.512 0.335 4.053
H 3.048 -1.918 3.645
H 2.549 -0.292 3.502
S 2.279 -1.823 -2.535
C 2.205 -0.741 -3.908
C 2.598 -1.251 -5.153
C 2.543 -0.487 -6.305
C 2.099 0.828 -6.226
C 1.709 1.348 -5.006
C 1.741 0.591 -3.827
S 1.238 1.359 -2.347
H 2.950 -2.275 -5.182
H 2.838 -0.911 -7.258
H 2.051 1.442 -7.119
H 1.364 2.371 -4.933
N 1.490 8.079 4.500
C 1.360 7.060 3.982
C 1.240 5.785 3.359
C 1.121 4.640 4.149
C 1.048 3.397 3.556
C 1.096 3.267 2.163
C 1.193 4.423 1.377
C 1.261 5.667 1.967
C 1.045 1.986 1.541
C 1.028 0.892 0.987
H 1.093 4.736 5.226
H 0.951 2.513 4.173
H 1.209 4.312 0.300
H 1.339 6.561 1.364
*
```

Quick look at the Löwdin charges, all values in e: 1.4258 0.6289 -0.6915 -0.1285 -0.0372 -0.4093 -0.1942 -0.1510 -0.1013 -0.0069 -0.2498 -0.0212 -0.0911 -0.0462 -0.1608 -0.0192 -0.0894 -0.2792 -0.0415 -0.1935 -0.0734 0.0969 0.0938 0.1213 0.0985 0.0956 0.1094 0.1191 0.1088 0.0708 0.1140 0.0229 -0.3170 -0.1393 -0.1681 -0.1583 0.0928 -0.4480 0.2296 0.2194 -0.6297 -0.0255 -0.1811 0.0857 0.0898 0.1134 0.1154 0.1108 0.1024 0.1071 0.1162 0.1141 0.1319 0.0970 0.0999 0.1218 0.1271 0.5981 -0.7003 -0.1731 -0.1353 -0.1293 -0.1592 -0.7323 0.5085 0.0875 0.0850 0.0858 0.0840 0.1349 -0.2039 -0.2556 -0.0394 -0.0414 -0.2570 -0.0131 -0.0264 -0.1752 -0.1184 0.1146 0.0923 0.1236 0.1175

***

8.
The following is a quantum chemistry calculation of a single C3H8FN molecule at a distorted geometry, from OMol25.

Energy above the lowest of the compared OMol25 structures with the same formula, charge and spin: 497.7 kJ/mol
SMILES: CNCCF
Maximum force: 0.1170 hartree/bohr
Kohn-Sham gap: 9.241 eV

Structure (ORCA input):
```
! wB97M-V def2-TZVPD RIJCOSX def2/J DEFGRID3
* xyz 0 1
C -2.128 -0.290 -0.061
N -0.637 -0.048 0.444
C 0.054 0.931 -0.362
C 1.390 0.440 0.180
F 1.412 -0.976 -0.238
H -2.503 -0.699 0.964
H -2.648 0.887 -0.318
H -2.517 -0.991 -1.063
H 0.225 -0.744 0.989
H -0.059 0.562 -1.379
H -0.280 1.903 0.102
H 1.317 0.636 1.324
H 2.321 1.084 -0.118
*
```

Quick look at the Löwdin charges, all values in e: -0.1537 -0.2477 -0.2764 -0.2083 -0.1237 0.0589 0.1229 0.1036 0.2106 0.1115 0.1329 0.1327 0.1367

***

9.
The following is a quantum chemistry calculation of a gas-phase ion, C7H8N3 (charge +1) at a distorted geometry, from OMol25.

Energy above the lowest of the compared OMol25 structures with the same formula, charge and spin: 206.8 kJ/mol
SMILES: CN([N+]#N)c1ccccc1
Maximum force: 0.0709 hartree/bohr
Kohn-Sham gap: 8.650 eV

Structure (ORCA input):
```
! wB97M-V def2-TZVPD RIJCOSX def2/J DEFGRID3
* xyz 1 1
C -2.478 -0.299 -1.520
N -1.848 0.303 -0.239
N -2.610 0.232 0.712
N -3.172 0.217 1.650
C -0.438 0.636 0.016
C 0.051 0.701 1.282
C 1.409 0.857 1.375
C 2.237 1.202 0.233
C 1.703 1.105 -1.024
C 0.298 0.833 -1.115
H -3.220 -0.914 -1.046
H -2.938 0.563 -2.085
H -1.819 -0.940 -2.148
H -0.621 0.587 2.159
H 1.677 0.982 2.387
H 3.302 1.492 0.275
H 2.291 1.274 -1.947
H -0.163 0.884 -2.132
*
```

Quick look at the Löwdin charges, all values in e: 0.0836 -0.0264 -0.0535 0.4054 -0.2033 -0.0410 -0.0214 -0.0303 -0.0465 -0.0139 0.0837 0.1258 0.1195 0.1265 0.1024 0.1267 0.1304 0.1323